{"formula": "C15H4Cl5I2NO2RuTe4", "method": "wB97M-V/def2-TZVPD", "gap_ev": [6.15, 4.85], "spin_multiplicity": 5, "e_lumo_ev": [-1.54, -2.80], "e_tot_ha": -4842.5337, "homo_energy_ev": [-7.693, -7.657], "species": ["H", "H", "Ru", "Cl", "Te", "C", "Cl", "C", "I", "Cl", "O", "C", "C", "Te", "C", "C", "C", "C", "H", "C", "C", "N", "Cl", "O", "C", "Te", "I", "Cl", "C", "H", "C", "C", "C", "Te"], "positions_angstrom": [[4.74338, -3.95675, -0.36014], [3.41581, -0.31145, 1.45928], [0.62069, 0.26333, 0.33975], [-0.36238, -2.40830, 4.32410], [1.55680, -0.71932, -3.52231], [-3.15843, 0.47008, 4.23910], [-4.56282, 0.92105, 5.12213], [-1.28112, -1.02315, 3.89126], [-1.41865, -3.05313, -3.43235], [-3.64032, 2.60061, 2.63349], [-0.32329, -1.30666, -0.99463], [3.99253, -3.19559, -0.19779], [2.79050, -3.24251, -0.93572], [2.80318, 1.68340, -4.55599], [0.55199, -2.17418, -1.34202], [-2.76360, 1.20875, 3.13124], [-2.40662, -0.64823, 4.61147], [-1.64044, 0.81418, 2.42539], [5.13937, -2.10632, 1.24139], [1.34171, -4.07118, -2.68117], [4.21588, -2.17655, 0.68524], [2.09864, -1.22771, 0.19541], [-2.89531, -1.57996, 5.96895], [0.24102, -0.63172, 2.12677], [1.83705, -2.24339, -0.66443], [3.78452, 1.60640, -7.01627], [3.83360, -5.70339, -2.44359], [-1.18732, 1.68276, 0.94282], [-0.84806, -0.28647, 2.77174], [1.13569, -4.77359, -3.47775], [3.24529, -1.18059, 0.83908], [0.37937, -3.08206, -2.39984], [2.50196, -4.17369, -1.96879], [1.71046, 1.27329, -1.70475]], "forces_ev_per_angstrom": [[0.0, 0.0, 0.0], [0.0, -0.1, 0.1], [-0.1, -1.7, 0.6], [0.0, 0.0, 0.0], [1.0, 1.9, -0.7], [0.0, 0.0, 0.0], [0.0, 0.0, 0.0], [0.0, 0.0, 0.0], [-0.1, -0.1, 0.0], [0.0, 0.0, 0.0], [0.2, 0.3, 0.4], [0.0, 0.0, 0.0], [0.1, 0.1, 0.0], [0.4, -0.2, -1.4], [-0.3, -0.5, 0.2], [0.0, 0.0, 0.0], [0.0, -0.1, 0.0], [0.2, 0.0, -0.3], [0.0, 0.0, 0.0], [-0.2, -0.1, 0.0], [0.0, 0.0, 0.0], [0.0, 0.4, 0.0], [0.0, 0.0, 0.0], [-0.3, 0.4, -0.3], [-0.2, 0.0, -0.2], [-0.3, -0.2, 0.4], [0.0, 0.0, 0.0], [-0.2, 0.0, 0.3], [0.0, 0.1, 0.0], [0.0, 0.0, 0.0], [0.0, 0.0, 0.0], [-0.1, -0.3, 0.6], [0.0, 0.0, 0.0], [-0.2, 0.0, 0.3]], "lowdin_charge": [0.065, 0.118, 0.701, 0.732, 0.544, -0.714, 0.684, -0.612, 0.949, 0.704, -0.261, -0.023, -0.214, -0.109, -0.676, -0.707, -0.694, -0.517, 0.114, -0.257, -0.022, -0.087, 0.698, -0.264, -0.220, 0.045, 0.941, 0.699, -0.459, 0.083, -0.107, -0.843, -0.680, 0.390]}

=====

{"formula": "C15H50N4O10", "method": "wB97M-V/def2-TZVPD", "gap_ev": 8.96, "e_lumo_ev": -0.09, "e_tot_ha": -1572.7293, "homo_energy_ev": -9.051, "species": ["O", "H", "H", "H", "H", "H", "N", "C", "N", "C", "H", "O", "H", "H", "H", "H", "C", "O", "H", "H", "H", "H", "H", "H", "H", "H", "H", "H", "O", "H", "H", "H", "C", "H", "H", "C", "H", "N", "H", "C", "H", "C", "H", "C", "H", "H", "H", "C", "C", "H", "O", "H", "H", "H", "H", "H", "H", "C", "H", "O", "H", "H", "H", "H", "O", "H", "H", "C", "C", "O", "O", "C", "C", "H", "O", "H", "N", "H", "H"], "positions_angstrom": [[8.54200, -2.16100, 31.23500], [16.34000, -2.05600, 28.13200], [10.31700, -1.82200, 29.49700], [17.87000, 0.95000, 27.38000], [7.40400, 0.50100, 30.45400], [7.03700, -1.08100, 28.57700], [9.39200, -1.60700, 29.13600], [11.73500, -2.10000, 26.99700], [16.86400, -1.18600, 27.87000], [9.77200, 5.78300, 30.11400], [11.31500, 5.01400, 29.33900], [14.80600, 3.33600, 27.50600], [17.14500, 5.49900, 28.18100], [9.39500, 1.50900, 29.03600], [9.51500, 1.22000, 26.52600], [13.30300, -1.11800, 26.70400], [11.79400, -2.71000, 25.57900], [7.65000, 0.37200, 27.06800], [11.25600, -1.11500, 27.01100], [11.47000, 2.62800, 23.91600], [12.80400, -0.83600, 29.83100], [15.00100, 5.46800, 27.02000], [16.83000, 1.74100, 28.71500], [9.50900, 6.67600, 30.55300], [8.27900, 2.23500, 26.32100], [12.44600, -0.20500, 32.00800], [12.47500, -3.50500, 25.56000], [7.86000, 2.35800, 28.72000], [12.83000, 3.66800, 29.35600], [13.27200, 4.34800, 25.42500], [10.86100, 4.91600, 25.63000], [15.19900, 2.72100, 26.83900], [8.57600, 1.38800, 27.00700], [8.87200, 5.48700, 29.50200], [7.96300, 1.52200, 33.03700], [11.26300, 4.00000, 26.03600], [11.49000, 0.67500, 28.77800], [7.22600, -1.28400, 29.58100], [7.62200, 0.17000, 26.14100], [16.33800, -0.07400, 28.30300], [10.90800, 0.22000, 31.17600], [12.20100, 2.51000, 29.90400], [9.18400, -0.88600, 28.38100], [11.59500, -0.58200, 31.44800], [10.89100, -1.22700, 32.04600], [11.40500, 4.30600, 27.12800], [9.04600, 1.91000, 31.80600], [12.45500, 3.58000, 25.29700], [8.36600, -1.71200, 29.97500], [11.26900, 2.88600, 30.46600], [12.11400, -1.32000, 30.33900], [8.63100, 0.22800, 31.95400], [11.15500, -2.69800, 27.69200], [10.80000, -3.12200, 25.27200], [12.76100, 1.97100, 30.57300], [17.20900, 3.82600, 28.48800], [9.93800, 5.07900, 30.92100], [15.52800, 4.53100, 27.29700], [13.01800, 1.42100, 28.28400], [10.93800, 5.89500, 29.35900], [10.55100, 3.20700, 26.01900], [13.63200, 3.52200, 28.88400], [9.60500, 2.98200, 28.42300], [11.51300, 2.16300, 27.94900], [7.22000, 1.25700, 31.06100], [12.89100, 2.65500, 25.64400], [6.46900, -1.61600, 30.14500], [8.24900, 1.23900, 32.03600], [16.54000, 4.68600, 28.43100], [12.09100, 3.33400, 23.91300], [15.09400, 0.01400, 28.96000], [11.99200, 1.63500, 28.72400], [8.86000, 2.14500, 28.40100], [16.08900, 4.88800, 29.38900], [13.02100, -1.73500, 27.35700], [12.03700, -2.10700, 24.72200], [17.04000, 0.95700, 28.04300], [15.99200, 4.28700, 26.35900], [17.84500, -1.47000, 27.80700]], "forces_ev_per_angstrom": [[-0.9, 1.5, -5.1], [0.2, 1.5, -0.5], [0.1, 0.5, -0.1], [-1.6, 0.1, 1.7], [-0.4, 0.9, 0.7], [0.3, -0.2, 1.3], [-0.4, 1.4, -2.0], [-0.7, 1.5, -2.3], [-0.4, -6.0, -0.2], [-0.9, -2.0, -1.0], [0.7, -0.1, -0.2], [-0.5, -1.0, -0.8], [1.2, 1.5, -0.2], [0.1, -1.5, 1.4], [1.0, -1.6, -0.1], [0.5, 0.8, -0.5], [-2.8, -0.2, 0.2], [0.1, -0.6, 0.3], [-1.1, -0.2, -0.5], [-0.8, -0.9, 0.0], [-0.5, -0.3, 0.6], [-0.6, -0.7, 0.9], [0.6, -0.8, -1.7], [-0.3, 2.3, 0.9], [-0.7, -0.7, 0.6], [-0.2, 0.1, 0.5], [1.0, -1.3, 0.2], [-0.1, 0.6, 0.9], [-1.5, 1.3, 1.9], [-0.8, -0.7, -0.9], [-0.4, 0.1, -0.6], [-1.0, 0.4, 1.3], [1.8, 5.5, 0.9], [0.8, -0.1, 0.5], [-0.8, -0.3, 0.3], [-0.4, 1.4, 2.6], [-0.1, -0.2, 0.7], [-4.2, 1.3, -2.5], [-0.8, -1.0, -0.7], [-7.6, -1.1, 4.0], [0.3, 0.4, -0.5], [-1.9, 1.7, -1.2], [1.2, -1.6, 1.1], [-0.5, -0.7, 0.2], [1.2, 0.1, -0.5], [0.3, -0.8, -1.3], [0.8, 0.8, -0.6], [1.4, 0.1, -0.8], [4.4, -3.1, 7.2], [1.1, -0.6, -1.0], [-0.2, 0.0, -0.4], [0.5, -0.2, 1.0], [0.8, -0.4, 0.2], [0.6, 0.1, 0.4], [1.8, -0.8, 2.0], [-0.2, -0.1, 0.1], [-0.3, -0.4, 0.3], [1.3, 0.0, -0.3], [-1.0, 0.0, 0.7], [0.1, 0.3, -0.4], [-0.9, -0.4, 0.0], [0.9, -1.0, -0.7], [-1.3, -0.2, -1.0], [-0.8, 0.8, -0.9], [-0.3, 0.0, -0.4], [0.1, -0.3, 0.6], [-0.4, 0.2, 0.2], [0.2, -1.1, -0.8], [-0.7, -0.5, -0.7], [1.4, 1.6, 0.3], [6.4, -0.5, -3.2], [1.3, -1.5, -1.5], [-0.2, -0.6, -2.3], [-0.3, -0.1, 0.3], [1.4, -1.3, 2.0], [0.4, 1.1, 0.1], [2.7, 5.6, -0.2], [1.2, 0.7, -0.5], [-0.4, 1.3, 0.0]], "lowdin_charge": [-0.095, 0.146, 0.076, 0.161, 0.031, 0.126, 0.181, -0.320, 0.145, -0.177, 0.012, -0.128, 0.052, 0.014, 0.074, 0.069, -0.072, -0.050, 0.090, 0.053, 0.063, 0.130, 0.133, 0.043, 0.120, 0.082, 0.050, 0.070, -0.087, 0.122, 0.088, 0.112, -0.330, 0.093, 0.078, -0.090, 0.057, 0.155, 0.095, -0.639, 0.045, -0.264, 0.115, -0.146, 0.094, 0.093, 0.046, -0.308, -0.659, 0.135, -0.156, 0.055, 0.101, 0.084, 0.074, 0.059, 0.074, -0.296, 0.093, -0.111, 0.041, 0.024, 0.076, 0.021, -0.142, 0.091, 0.133, -0.148, -0.058, -0.070, -0.127, -0.101, -0.038, 0.082, -0.075, 0.060, 0.140, 0.103, 0.123]}

=====

{"formula": "C15H51NO11", "method": "wB97M-V/def2-TZVPD", "gap_ev": 7.07, "e_lumo_ev": 0.09, "e_tot_ha": -1483.0196, "homo_energy_ev": -6.981, "species": ["O", "H", "H", "O", "H", "O", "H", "H", "H", "H", "C", "H", "H", "H", "H", "H", "H", "H", "C", "H", "H", "N", "O", "C", "H", "H", "H", "C", "H", "H", "C", "O", "C", "H", "H", "H", "H", "H", "H", "H", "C", "O", "C", "H", "H", "H", "H", "H", "O", "C", "O", "H", "H", "O", "H", "H", "C", "H", "C", "H", "H", "O", "H", "C", "H", "H", "C", "H", "H", "H", "C", "H", "O", "H", "H", "H", "H", "C"], "positions_angstrom": [[-3.54322, -3.66054, 0.61142], [-1.67877, 2.40959, -2.44252], [-0.06701, 3.15302, -0.44729], [-0.99692, -1.12374, 1.93084], [-0.28894, 3.95147, 4.37391], [2.46597, 0.33523, -1.98551], [3.47789, -1.84888, -0.49254], [0.80531, -0.27194, 1.68882], [-0.59610, 0.85871, -1.18398], [-1.11517, -0.33204, -3.55329], [4.48786, -0.68919, 1.53101], [5.41409, -0.20032, 1.22902], [-0.00267, -0.22425, 0.21267], [-1.58435, -0.41551, -2.06060], [-0.19526, -2.55501, -1.07822], [-1.96079, 3.54216, 3.81350], [4.44483, -0.94463, 2.58979], [-0.00369, 4.11230, 1.88944], [-0.69159, -0.70527, -0.48166], [0.41297, -0.11028, -1.48146], [-1.61039, 2.69328, -0.69430], [1.33898, 2.11617, 0.73120], [-2.46863, -1.05996, -2.12787], [-2.98795, -2.40758, 0.75351], [-0.01065, 0.06952, 3.24589], [-0.07140, -1.48548, -0.92294], [3.90617, 1.64976, 0.18846], [-1.48953, -1.25089, -3.10199], [1.22185, 0.39754, -0.37640], [-2.89571, -4.26794, 0.97666], [-1.01807, 2.64450, -1.60802], [2.70350, -2.40401, -0.37530], [1.90577, 1.24598, -0.35400], [1.28093, 1.58981, 1.59125], [-0.62410, -4.16424, -2.57241], [1.51056, -1.47514, -1.73898], [3.71085, 0.22616, -0.88222], [-3.22871, -0.78409, -2.64533], [-1.53197, -1.14747, 0.05343], [-3.80269, 1.51086, 1.27179], [1.29193, -0.44787, -2.03058], [-0.05480, 1.63133, -1.36189], [-0.96567, 3.16264, 4.04546], [-1.76034, -1.00905, 2.50148], [-2.27113, -0.03344, 0.64820], [1.47520, -2.46348, -1.59721], [0.99978, -0.53534, -3.07705], [4.47890, -1.67249, 1.06076], [3.27182, -0.02590, 1.19776], [3.30658, 0.76493, -0.02526], [-1.03068, 0.15928, -1.52706], [0.88532, -3.95386, -0.84285], [-1.76659, 1.09030, -0.61615], [-0.42423, 2.41629, 2.90314], [2.04229, -1.51954, 1.43950], [-3.90984, -1.83046, 0.68182], [-0.08038, 2.50521, 0.42921], [-1.05400, 2.50919, 4.91339], [-2.17032, 1.02170, 0.39400], [-0.62182, -1.70444, -2.62296], [-0.75513, 1.69633, 0.14899], [-3.44724, 1.70601, 0.40163], [-1.81947, -1.91022, -3.90481], [-0.14247, -0.02700, 2.16820], [-0.47869, 0.90181, 1.70737], [-2.55980, -2.22860, 1.73980], [0.62042, -3.13430, -1.51086], [0.89536, -2.27015, 0.66057], [2.34758, 1.14223, -2.49180], [-2.24549, -2.15500, -0.00350], [1.77708, -1.68669, 0.39556], [1.50078, -0.76140, -0.11001], [0.19782, -3.70250, -2.75364], [-1.38358, 1.49076, 0.98487], [-1.61089, 3.46946, 1.50033], [-0.46566, 3.55556, -1.83803], [1.87192, 1.66646, -1.35906], [-0.56804, 3.20476, 1.67498]], "forces_ev_per_angstrom": [[0.3, -2.2, 0.1], [-0.1, -0.2, -0.5], [1.3, 1.2, 3.4], [0.1, -0.3, 1.4], [0.0, 0.3, -0.4], [0.3, -4.2, -7.2], [0.2, 0.1, 0.1], [-0.1, 0.1, 0.8], [3.3, 6.3, 2.2], [-0.4, 0.1, -0.3], [-1.0, -0.5, -0.2], [-0.1, 0.4, 0.2], [-1.4, 0.2, -0.5], [-0.1, 3.8, 2.1], [0.2, -2.7, -0.4], [0.0, 0.2, -0.1], [0.3, 0.5, 0.1], [0.1, 0.3, -0.4], [-0.5, -2.3, 1.1], [4.0, -0.1, -2.5], [-0.9, 1.5, -1.3], [0.0, 0.3, -0.8], [-7.3, -5.1, -2.4], [-1.5, 0.7, 0.5], [0.2, 0.4, -0.1], [-1.3, 2.2, 1.3], [0.4, 0.2, 0.0], [1.9, -4.1, -5.4], [1.2, 2.1, 0.3], [-0.2, -0.5, -0.1], [-0.2, -1.1, -2.5], [1.3, -0.3, 0.8], [-0.2, 2.3, 4.6], [0.7, 0.1, 0.1], [0.0, -0.2, -0.1], [0.9, 3.7, -1.1], [0.8, -0.1, 1.4], [-0.8, 0.2, 0.4], [1.7, 1.1, -1.1], [-0.3, 0.3, 0.0], [1.3, -0.5, -3.5], [6.2, 13.7, -5.8], [0.6, -0.9, -0.8], [0.1, 0.1, 0.2], [-1.0, 1.0, 0.2], [-0.9, -3.8, -0.5], [-0.2, -0.1, -0.3], [0.3, -0.3, -0.3], [1.8, 1.7, 0.1], [0.9, 0.9, 2.6], [-6.9, -15.0, -1.7], [0.2, 0.1, 0.2], [-3.2, 0.2, 2.0], [-1.2, 1.7, 1.0], [0.8, -0.1, -0.5], [0.5, 1.1, -0.3], [4.7, 2.3, 3.8], [0.0, -0.4, -0.3], [-4.1, -0.4, 1.3], [-0.7, -0.1, -0.8], [3.8, 2.7, 0.9], [0.4, -0.3, 0.2], [-0.1, -0.1, 0.2], [1.0, -0.5, 0.7], [0.5, -1.6, 1.3], [-0.4, -0.7, -0.3], [-1.1, -3.1, -0.2], [-0.2, -0.7, -1.1], [0.0, -0.6, -1.0], [-1.1, -1.1, 0.2], [-0.8, -1.3, 2.2], [0.9, -1.8, 1.4], [0.3, 0.2, -0.4], [-4.1, -1.1, 1.5], [-0.4, 0.1, 0.4], [-0.6, 0.4, -0.3], [-0.5, 2.4, 3.5], [0.3, 0.9, 1.1]], "lowdin_charge": [-0.078, 0.117, 0.094, -0.162, 0.083, -0.169, 0.085, 0.067, -0.346, 0.144, -0.086, 0.095, 0.092, -0.169, 0.051, 0.082, 0.094, 0.127, -0.176, 0.033, 0.087, 0.061, 0.082, -0.173, 0.125, 0.031, 0.129, -0.066, 0.042, 0.085, -0.106, -0.089, -0.246, 0.069, 0.086, 0.031, 0.117, 0.170, 0.047, 0.078, -0.134, -0.269, -0.066, 0.091, 0.084, 0.033, 0.137, 0.071, -0.258, -0.133, -0.138, 0.120, 0.062, -0.250, 0.109, 0.113, -0.324, 0.078, -0.172, 0.078, 0.009, -0.049, 0.137, -0.119, 0.042, 0.080, -0.169, 0.111, 0.123, 0.052, -0.195, 0.035, -0.083, 0.029, 0.125, 0.125, 0.126, -0.151]}

=====

Calculated ΔE to the lowest compared entry with this formula, charge and spin in order - 32.05, 72.18, 793.63 kcal/mol